# 1
The following is a DFT calculation (ωB97M-V with the def2-TZVPD basis set) of a single C8H7N5O2 molecule in a non-equilibrium geometry.

## Properties
* F_max: 6.4 eV/Å
* energy relative to the best compared isomer or geometry (same formula, charge and spin): 37.1 kcal/mol
* frontier orbital gap (spin up / spin down): 6.3 / 6.3 eV
* highest occupied orbital energy (spin up / spin down): -6.528 / -6.516 eV

```
22
Properties=species:S:1:pos:R:3:forces:R:3:mulliken_charge:R:1
C 0.6613 -2.3302 -0.7215 -1.0 3.8 4.2 -0.85
C 0.1060 -0.9868 0.3166 2.6 -5.0 -2.9 0.46
C 0.2464 -1.9254 -3.2307 0.0 -3.7 -1.0 -0.23
C -0.8765 -0.1671 -2.9933 -0.4 1.2 0.6 0.56
C -0.6311 -0.6633 -1.7534 1.0 0.3 1.1 -0.17
C -1.3651 1.1688 -3.0022 -0.5 0.0 -1.0 -0.11
C -1.0794 1.1902 -0.4269 1.1 -1.1 -0.8 0.50
C 0.8746 -1.8969 2.2795 2.0 -2.5 -1.0 -0.64
N -0.3635 -1.0204 -3.9363 0.2 0.3 0.0 -0.64
N -0.5613 -0.0761 -0.4745 -1.0 0.4 -1.2 0.22
N 0.1125 -1.7821 -1.8590 -1.0 1.2 -0.5 0.43
N -1.5182 1.6729 -1.6092 -0.6 1.3 0.0 -0.10
N -0.9467 1.9679 0.6839 3.3 -5.5 0.1 -0.38
O -1.6633 1.8737 -3.9375 0.0 0.3 0.9 -0.60
O 0.4143 -0.7369 1.6025 0.0 0.7 0.1 -0.39
H 0.5543 -2.9608 -3.6366 0.0 2.2 0.6 0.33
H 1.9595 -1.9061 2.6695 -1.7 1.1 -0.3 0.25
H 0.9693 -2.7749 1.5494 -0.6 1.3 0.8 0.33
H 0.1518 -2.1527 3.0274 -0.1 -0.1 0.6 0.28
H -1.9235 2.6241 -1.5729 0.4 -0.9 -0.3 0.25
H -0.6796 1.3898 1.5169 -0.4 1.1 -0.9 0.27
H -1.5334 2.6723 0.8050 -3.1 3.8 0.8 0.24
```
Forces are in eV/Å.

# 2
The following is a DFT calculation (ωB97M-V with the def2-TZVPD basis set) of a single C15H17N3O4S molecule in a non-equilibrium geometry.

## Properties
* F_max: 1.7 eV/Å
* energy relative to the best compared isomer or geometry (same formula, charge and spin): 28.7 kcal/mol
* frontier orbital gap: 9.2 eV
* highest occupied orbital energy: -8.952 eV

```
40
Properties=species:S:1:pos:R:3:forces:R:3:mulliken_charge:R:1
C 6.0901 2.3659 -0.9820 0.1 -0.4 0.2 -1.08
C 7.0267 1.2046 -0.6848 0.1 0.3 -0.5 -0.24
O 6.4225 0.2817 0.2262 0.1 0.1 0.4 -0.36
C 5.5956 -0.6240 -0.2811 0.0 -0.5 0.2 0.72
O 5.3748 -0.7821 -1.4506 -0.1 0.0 -0.2 -0.60
C 4.9404 -1.4317 0.8367 0.3 0.2 -0.2 -0.53
C 3.5340 -0.9647 0.9419 -0.8 -0.6 -0.3 0.55
N 3.1813 0.1152 1.5446 1.5 0.0 0.3 -0.46
N 1.8815 0.3737 1.4809 -1.6 0.4 0.0 -0.48
C 1.2239 -0.5200 0.8160 0.9 -0.8 -0.3 0.28
N -0.1262 -0.4644 0.6191 -0.5 0.1 0.0 -0.11
C -0.8028 -1.4538 -0.0532 0.1 0.3 0.2 0.72
O -0.2146 -2.4223 -0.4884 -0.2 -0.2 -0.1 -0.69
C -2.2656 -1.2559 -0.1770 -0.6 -0.1 -0.1 0.69
C -3.0592 -2.3916 -0.3365 0.1 0.0 0.0 -0.81
C -4.4263 -2.2557 -0.4616 0.2 0.0 0.0 -0.82
C -5.0224 -1.0050 -0.4421 -0.1 0.3 0.0 -0.41
C -4.2375 0.1371 -0.3025 0.1 -0.2 0.0 0.38
O -4.6874 1.4167 -0.3035 0.3 -0.1 0.0 -0.44
C -6.0756 1.6838 -0.3734 -0.4 0.1 0.1 -0.41
C -6.7820 1.4732 0.9623 0.3 0.0 -0.3 -1.03
C -2.8548 0.0000 -0.1665 -0.1 -0.1 0.0 -0.43
S 2.1979 -1.8202 0.1824 0.5 0.8 0.6 -0.09
H 6.5964 3.0939 -1.6093 0.0 0.1 -0.1 0.37
H 5.7814 2.8426 -0.0550 0.0 0.1 0.1 0.30
H 5.2059 2.0056 -1.5020 -0.1 0.0 -0.1 0.31
H 7.9335 1.5459 -0.1816 -0.1 -0.1 -0.1 0.29
H 7.2861 0.6751 -1.6074 0.0 0.1 0.2 0.31
H 4.9640 -2.4893 0.5769 0.1 0.0 0.0 0.36
H 5.4706 -1.2388 1.7685 -0.1 -0.1 0.0 0.20
H -0.6098 0.3194 1.0328 0.0 -0.1 0.0 0.23
H -2.5860 -3.3603 -0.3565 0.0 -0.1 0.0 0.44
H -5.0457 -3.1320 -0.5792 0.0 -0.1 0.0 0.39
H -6.0932 -0.9361 -0.5490 -0.1 0.1 0.0 0.35
H -6.5446 1.0876 -1.1652 0.1 0.1 0.0 0.34
H -6.1313 2.7378 -0.6592 0.0 -0.2 0.0 0.32
H -7.8298 1.7440 0.8676 -0.1 0.0 0.0 0.36
H -6.7128 0.4367 1.2833 0.0 -0.1 0.1 0.33
H -6.3234 2.0990 1.7237 0.0 0.1 0.1 0.31
H -2.2756 0.9081 -0.0954 0.1 0.1 0.0 0.44
```
Forces are in eV/Å.

# 3
The following is a DFT calculation (ωB97M-V with the def2-TZVPD basis set) of a 2-piece molecular cluster, C10H16 overall in a non-equilibrium geometry.

## Properties
* F_max: 2.5 eV/Å
* energy relative to the best compared isomer or geometry (same formula, charge and spin): 22.5 kcal/mol
* frontier orbital gap: 10.0 eV
* highest occupied orbital energy: -9.053 eV

```
26
Properties=species:S:1:pos:R:3:forces:R:3:mulliken_charge:R:1
C -1.1440 -2.2865 1.3613 -0.6 -0.3 -2.0 -1.40
C -1.8797 -1.1410 0.6799 1.6 -0.1 2.0 0.90
C -2.0597 0.0150 1.4811 -0.5 -0.5 -0.8 -0.43
C -2.6791 1.1275 0.9526 -0.2 -0.2 -1.1 -0.49
C -2.9961 1.1276 -0.4459 -0.2 0.3 2.0 -0.49
C -2.8215 -0.0167 -1.1588 1.0 -0.4 -1.5 -0.42
C -2.1654 -1.1497 -0.6405 -1.3 0.9 -0.8 -0.54
H -0.0856 -2.0318 1.3310 0.1 -0.1 1.1 0.27
H -1.1977 -3.1518 0.6911 -0.1 -0.1 0.1 0.38
H -1.6657 -2.5898 2.2638 0.7 0.2 0.5 0.40
H -1.6801 -0.0598 2.4913 -0.3 0.3 0.2 0.38
H -3.0130 1.9548 1.5634 0.5 0.2 0.1 0.38
H -3.3753 2.0316 -0.9001 -0.3 -0.1 0.0 0.41
H -3.0389 -0.0218 -2.2242 -0.1 0.1 0.1 0.31
H -1.9396 -1.9645 -1.3151 -0.1 -0.2 0.2 0.34
C 3.2280 -0.5156 -0.5614 0.7 0.7 0.5 -1.23
C 2.2624 0.6564 -0.8050 0.0 0.6 0.6 0.09
C 2.9357 2.0220 -0.4454 0.4 -1.0 0.0 -1.05
H 3.2913 -0.7885 0.4938 -0.4 -0.1 0.1 0.29
H 4.2303 -0.1054 -0.7296 0.0 -0.3 -0.4 0.39
H 3.1390 -1.4302 -1.1426 -0.4 0.1 -0.1 0.33
H 1.8833 0.6570 -1.8229 0.1 0.0 -0.1 0.31
H 1.3883 0.6881 -0.1488 -0.1 -0.9 -0.2 0.01
H 2.4573 2.4340 0.4374 -0.2 0.5 -0.2 0.30
H 3.9625 1.8400 -0.1132 0.1 0.1 -0.3 0.30
H 2.9634 2.6989 -1.2932 -0.1 0.3 0.2 0.26
```
Forces are in eV/Å.